Arrangement P

{"formula": "CH3OPS", "method": "the ωB97M-V functional and the def2-TZVPD basis", "symbols": ["S", "P", "O", "C", "H", "H", "H"], "coordinates": [[1.723, -1.739, -1.043], [-0.825, 0.781, 0.104], [0.742, 1.271, -0.236], [0.398, -1.737, -0.259], [-0.303, 0.449, 1.357], [1.035, 1.487, -1.114], [0.294, -2.555, 0.524]], "mulliken_charge": [-0.156, 0.186, -0.440, -0.201, 0.050, 0.315, 0.247], "spin_multiplicity": 1, "orbital_gap_ev": [7.45, 6.92], "mol_weight_da": 94.07}



Arrangement Q

{"formula": "CH3OPS", "method": "the ωB97M-V functional and the def2-TZVPD basis", "symbols": ["S", "P", "O", "C", "H", "H", "H"], "coordinates": [[0.612, -1.577, 2.202], [0.114, 0.758, -3.074], [-0.147, 0.503, -0.329], [-0.028, 0.751, -1.436], [-1.007, 1.674, -2.942], [0.361, -0.350, 2.110], [0.095, -1.759, 3.470]], "mulliken_charge": [-0.268, -0.222, -0.325, 0.508, 0.034, 0.130, 0.142], "spin_multiplicity": 1, "orbital_gap_ev": 9.62, "mol_weight_da": 94.07, "smiles": "O=C=P.S"}



arrangement Q (0.0771 hartree below the next structure)